(A)
This record from the Open Molecules 2025 dataset describes C2H4N4O in the gas phase. The level of theory is ωB97M-V/def2-TZVPD.

Structure (ORCA input):
```
! RIJCOSX wB97M-V def2-TZVPD def2/J DEFGRID3
* xyz 0 1
N 0.4135 -2.2480 -0.2507
C -0.1884 0.9733 0.2134
N -1.2434 0.9171 -0.6381
N 0.6594 -1.0953 -0.7844
N -0.0549 1.8362 1.1262
C 0.7818 -0.2181 0.1650
O 1.3445 -0.6270 1.2220
H 0.7842 -2.9802 -0.8868
H -1.4137 0.0823 -1.1755
H -1.7293 1.7838 -0.8060
H 0.6463 1.5758 1.8149
*
```

E_LUMO (alpha / beta) ... -1.6 / -1.6 eV
HOMO (alpha / beta) ... -9.6 / -9.6 eV
SMILES ... [H]/N=N/C(=O)/C(N)=N\[H]

Atomic partial charges in e from the Löwdin method, atoms 1 to 4:
1. N 0.1834
2. C -0.4483
3. N 0.1298
4. N 0.0324

=====

(B)
This record from the Open Molecules 2025 dataset describes a molecular structure, C2H4N4O. The level of theory is ωB97M-V/def2-TZVPD.

Structure (ORCA input):
```
! RIJCOSX wB97M-V def2-TZVPD def2/J DEFGRID3
* xyz 0 1
C 1.5021 -0.2960 0.2624
C -0.7028 0.2627 -0.0699
H 1.4647 -1.2232 -0.1304
H 1.3700 -0.1882 1.3169
H 2.6592 -0.3398 0.1889
H 0.8094 1.6149 -0.6384
N 0.6119 0.5432 -0.6377
N -1.1473 -1.0291 -0.3457
N -2.3214 -0.8471 -0.1058
N -1.5721 1.1822 0.0971
O -2.6738 0.3206 0.0626
*
```

E_LUMO ... 0.8 eV
HOMO ... -10.3 eV

Atomic partial charges in e from the Löwdin method, atoms 1 to 4:
1. C -0.1210
2. C -0.4649
3. H 0.0202
4. H 0.0679

=====

Which one is most stable, and which one is least stable? (A) is the most stable of them, while (B) is the least stable.

=====

(A)
This record from the Open Molecules 2025 dataset describes C2H4N4O in the gas phase. The level of theory is ωB97M-V/def2-TZVPD.

Structure (ORCA input):
```
! RIJCOSX wB97M-V def2-TZVPD def2/J DEFGRID3
* xyz 0 1
N 2.2687 0.3290 0.1214
C 0.9207 0.0204 0.0570
N 0.4419 -1.2032 0.2532
N -0.9138 -0.9505 0.1837
C -1.1160 0.3225 -0.1020
O -2.3922 0.6639 -0.3724
N -0.0044 1.0083 -0.1761
H 2.8700 -0.4801 0.0548
H 2.5479 1.0759 -0.5021
H -1.7218 -1.5344 0.0408
H -2.9009 0.7483 0.4416
*
```

E_LUMO ... 0.5 eV
HOMO ... -8.7 eV
SMILES ... Nc1n[nH]c(O)n1

Atomic partial charges in e from the Löwdin method, atoms 1 to 4:
1. N 0.1126
2. C -0.4835
3. N 0.0912
4. N 0.0455

=====

(B)
This record from the Open Molecules 2025 dataset describes C2H4N4O in the gas phase. The level of theory is ωB97M-V/def2-TZVPD.

Structure (ORCA input):
```
! RIJCOSX wB97M-V def2-TZVPD def2/J DEFGRID3
* xyz 0 1
N -2.0687 -0.6728 0.4255
C -0.8118 -0.1301 0.2475
N -0.4452 1.0110 0.7917
N 0.8704 1.0868 0.4017
C 1.1767 0.0176 -0.3359
O 2.4028 -0.1497 -0.8382
N 0.1498 -0.7879 -0.4721
H -2.7519 0.0043 0.7348
H -2.3834 -1.2214 -0.3617
H 1.4559 1.8543 0.6850
H 2.4055 -1.0121 -1.2782
*
```

E_LUMO ... 0.8 eV
HOMO ... -8.5 eV
SMILES ... Nc1n[nH]c(O)n1

Atomic partial charges in e from the Löwdin method, atoms 1 to 4:
1. N 0.1131
2. C -0.5011
3. N 0.0777
4. N 0.0588

=====

Which one is most stable, and which one is least stable? (B) is the most stable of them, while (A) is the least stable.

=====

(A)
This record from the Open Molecules 2025 dataset describes C2H4N4O in the gas phase. The level of theory is ωB97M-V/def2-TZVPD.

Structure (ORCA input):
```
! RIJCOSX wB97M-V def2-TZVPD def2/J DEFGRID3
* xyz 0 1
N 2.1909 0.2766 0.2993
C 0.8581 0.0136 0.0435
N 0.4700 -1.1948 -0.3062
N -0.8906 -1.0537 -0.3088
C -1.2126 0.1977 0.0207
O -2.5052 0.5288 0.1112
N -0.1445 0.9315 0.2397
H 2.7772 -0.4937 0.0083
H 2.5366 1.1720 -0.0119
H -1.5012 -1.8317 -0.4732
H -2.5787 1.4537 0.3775
*
```

E_LUMO ... 0.7 eV
HOMO ... -8.5 eV
SMILES ... Nc1n[nH]c(O)n1

Atomic partial charges in e from the Löwdin method, atoms 1 to 4:
1. N 0.1112
2. C -0.4961
3. N 0.0764
4. N 0.0559

=====

(B)
This record from the Open Molecules 2025 dataset describes C2H4N4O in the gas phase. The level of theory is ωB97M-V/def2-TZVPD.

Structure (ORCA input):
```
! RIJCOSX wB97M-V def2-TZVPD def2/J DEFGRID3
* xyz 0 1
C -0.3955 0.1700 0.1249
C 1.1840 -1.2649 0.6252
H -2.2729 2.0547 -0.9963
H -0.2128 -0.7111 2.0686
H 1.6621 -2.0508 1.1433
H 0.7076 0.6833 -1.7484
N -1.4326 0.9179 0.1679
N 0.0786 -0.6524 1.1067
N 1.5225 -0.8814 -0.5682
N 0.5172 0.0292 -0.9241
O -1.3584 1.7055 -0.9995
*
```

E_LUMO ... 0.9 eV
HOMO ... -7.7 eV
SMILES ... O/N=c1/[nH]cn[nH]1

Atomic partial charges in e from the Löwdin method, atoms 1 to 4:
1. C -0.4236
2. C -0.2027
3. H 0.0953
4. H 0.1575

=====

(C)
This record from the Open Molecules 2025 dataset describes C2H4N4O in the gas phase. The level of theory is ωB97M-V/def2-TZVPD.

Structure (ORCA input):
```
! RIJCOSX wB97M-V def2-TZVPD def2/J DEFGRID3
* xyz 0 1
C 0.0355 -0.5816 -0.4578
C 0.4000 0.4243 -2.6139
N 0.5602 -0.1075 -1.5765
N 0.9701 1.1031 0.9186
N 0.1903 0.0591 0.7287
N -0.5409 -0.5490 1.7483
O 0.4849 0.8801 -3.6870
H -0.7565 -1.4131 -0.5847
H 0.8454 1.4232 1.9595
H -1.0641 -1.3498 1.2803
H -1.1250 0.1111 2.2845
*
```

E_LUMO (alpha / beta) ... 0.5 / 0.5 eV
HOMO (alpha / beta) ... -7.7 / -7.7 eV

Atomic partial charges in e from the Löwdin method, atoms 1 to 4:
1. C -0.1823
2. C -0.3010
3. N 0.1490
4. N 0.0486

=====

(D)
This record from the Open Molecules 2025 dataset describes C2H4N4O in the gas phase. The level of theory is ωB97M-V/def2-TZVPD.

Structure (ORCA input):
```
! RIJCOSX wB97M-V def2-TZVPD def2/J DEFGRID3
* xyz 0 1
N -2.2644 0.3166 0.0969
C -0.8778 0.1521 0.0199
N -0.1920 1.0017 -0.7424
N 1.0695 0.5122 -0.6340
C 1.0699 -0.5672 0.1446
O 2.2292 -1.2423 0.1722
N -0.1403 -0.8573 0.5872
H -2.4600 1.1178 -0.4936
H -2.6529 0.4801 1.0212
H 1.8720 0.8591 -1.1368
H 2.3470 -1.7728 0.9648
*
```

E_LUMO ... 0.6 eV
HOMO ... -8.7 eV
SMILES ... Nc1n[nH]c(O)n1

Atomic partial charges in e from the Löwdin method, atoms 1 to 4:
1. N 0.0972
2. C -0.4760
3. N 0.0749
4. N 0.0488

=====

Which one is most stable, and which one is least stable? (A) is the most stable of them, while (C) is the least stable.